Molecular formula: C59H128O48S5
Method: DFT, wB97M-V/def2-TZVPD

Geometry as XYZ:
```
240
Properties=species:S:1:pos:R:3:forces:R:3
C 15.469076 25.447179 11.756914 -1.15 0.95 -0.15
C 14.448237 24.905328 12.734299 -0.54 0.21 -0.07
O 13.418792 25.920863 12.941605 -0.25 0.17 0.20
C 13.606644 26.682835 14.009788 -1.86 0.23 -1.53
O 14.550269 26.609599 14.718779 1.59 0.23 1.67
O 12.575763 27.546856 14.151046 0.83 -1.30 -0.37
C 12.794348 28.475271 15.202666 0.06 0.64 -0.55
H 14.916681 25.832349 10.894719 -0.07 -0.09 -0.07
H 16.121548 24.688344 11.361921 0.66 -0.18 0.32
H 15.923221 26.351508 12.200416 0.43 -0.73 -0.12
H 14.881672 24.678773 13.703073 0.03 -0.24 -0.01
H 13.826072 24.085266 12.381929 0.49 -0.31 -0.22
H 11.873464 29.062853 15.146993 0.53 0.32 0.43
H 13.728358 29.015681 14.978549 -0.56 0.32 0.14
H 12.930213 27.997651 16.159190 -0.26 -0.35 0.35
C 9.451550 24.466233 14.512244 -0.73 -0.64 -0.52
C 10.694192 23.833964 15.095653 1.11 -1.93 -0.57
O 11.293948 24.712059 16.008575 1.91 1.70 1.35
C 12.534013 24.431227 16.458411 0.35 0.71 -0.20
O 13.198951 23.455948 16.218201 -0.49 -0.35 -0.46
O 13.025387 25.455902 17.205411 -0.22 -0.68 -0.63
C 14.422263 25.277443 17.583118 -0.95 0.32 1.73
H 9.014460 25.140038 15.256135 0.21 0.22 -0.35
H 8.736584 23.633363 14.466525 -0.05 0.23 -0.28
H 9.487409 24.896411 13.476126 0.40 -0.12 1.22
H 11.488711 23.449335 14.371733 -1.19 0.64 0.61
H 10.431721 22.973515 15.731406 -0.22 -0.07 -0.56
H 15.119619 25.490975 16.801129 -0.03 0.40 -0.63
H 14.622959 24.262211 17.932033 -0.21 0.10 0.07
H 14.519517 25.994656 18.431035 0.15 -0.61 -0.71
C 20.584937 24.483574 21.165713 -0.88 -1.37 0.88
C 21.430804 23.529085 21.987455 0.33 0.24 -0.17
O 20.961828 23.350967 23.342651 -0.81 -0.43 -0.19
C 19.734855 22.830934 23.407384 -0.75 0.24 -0.43
O 19.118578 22.345786 22.478049 0.52 -0.06 0.76
O 19.235774 23.017280 24.637879 1.76 0.30 -0.71
C 18.038942 22.371931 24.931676 -2.23 1.19 -1.17
H 20.454352 25.370820 21.708616 0.00 1.47 0.87
H 19.581121 24.173350 20.901733 0.02 -0.54 -0.05
H 21.100316 24.709219 20.293001 1.00 0.43 -1.73
H 22.355494 24.050364 22.174529 0.54 -0.05 -0.11
H 21.670247 22.570332 21.496184 -0.44 0.28 0.31
H 17.729991 22.846468 25.854575 -0.39 -0.20 0.11
H 18.179792 21.336009 25.051952 0.22 -1.38 0.25
H 17.262037 22.523574 24.100350 1.05 -0.08 1.24
C 13.232023 19.244731 22.110420 -0.06 -1.42 1.27
C 14.386451 20.207577 22.348437 1.18 -1.59 -0.14
O 15.727747 19.454792 22.447944 -1.04 -0.26 -1.07
C 16.095889 18.789832 21.305524 0.12 1.32 1.08
O 15.538921 18.872015 20.239074 0.59 -0.35 0.58
O 17.266157 18.111722 21.482661 -1.64 0.34 -1.76
C 17.705140 17.743049 22.751882 1.17 1.09 1.13
H 13.510637 18.298910 21.524367 -0.33 1.51 0.93
H 12.459804 19.765392 21.552346 -0.19 -0.01 -0.04
H 12.817044 18.969259 23.141941 0.35 0.01 -1.61
H 14.294165 20.707561 23.317322 0.28 -0.05 -0.37
H 14.464865 20.894692 21.531143 0.34 0.54 -0.26
H 16.929677 17.312594 23.346377 -0.73 -0.08 0.45
H 18.126250 18.663747 23.269699 -0.26 -1.38 -0.40
H 18.429028 16.945571 22.578630 0.29 0.39 0.15
C 17.296724 24.678767 15.064117 -1.11 -0.80 0.79
C 18.622056 24.731153 15.846143 -2.21 0.43 -0.06
O 18.701196 23.494357 16.584221 0.20 -0.69 0.32
C 18.082666 23.419295 17.766508 0.89 0.24 0.17
O 17.758509 24.350720 18.458384 -0.34 0.60 -0.40
O 17.976475 22.146402 18.184641 1.00 0.13 -1.00
C 17.557463 22.044293 19.533082 -2.27 0.10 0.24
H 17.318863 23.813531 14.360349 0.06 0.63 0.40
H 17.138267 25.594959 14.502146 -0.05 0.12 -0.06
H 16.370831 24.520280 15.754866 1.75 0.29 -1.09
H 18.650406 25.606424 16.507770 0.09 -0.38 0.04
H 19.398613 24.813060 15.106010 0.74 -0.53 0.16
H 17.921369 21.177391 20.052970 0.43 -0.62 -0.42
H 16.441321 22.020677 19.498317 0.69 -0.04 0.43
H 17.855809 22.905022 20.086744 0.22 0.48 0.36
C 16.315228 20.926740 15.191845 0.79 -0.30 2.23
C 15.236683 21.175990 14.235452 -1.37 -0.05 -1.20
O 14.790361 19.863742 13.778435 -0.22 0.02 0.21
C 13.758146 19.849446 12.983045 -1.99 -0.45 -2.58
O 13.009729 20.731799 12.564224 1.72 -0.50 1.68
O 13.581751 18.567600 12.498891 0.83 0.56 1.34
C 12.274607 18.371024 11.988695 -0.44 0.63 -0.68
H 17.101524 20.297825 14.811149 0.41 0.14 -0.29
H 15.986794 20.401215 16.152718 -0.21 0.64 -1.37
H 16.716159 21.885530 15.537184 0.23 -0.20 -0.23
H 15.393591 21.732170 13.282365 0.64 -0.02 0.95
H 14.419683 21.645433 14.757930 -0.55 0.30 0.00
H 11.546747 18.781150 12.725928 0.19 -1.04 -0.44
H 12.206835 17.313619 11.660848 -0.22 0.69 0.68
H 12.152312 19.025154 11.118875 -0.08 -0.29 -0.09
C 19.078288 18.645018 18.517762 1.66 -1.18 -0.37
C 17.862848 18.923214 17.691349 0.61 1.19 -1.63
O 17.965909 18.382332 16.302679 1.13 0.93 2.04
C 16.926300 17.668323 15.968918 -0.12 -0.58 -0.15
O 15.907702 17.500628 16.592450 -0.03 -0.01 -0.18
O 17.243235 17.110853 14.810016 -0.26 -0.08 -0.36
C 16.226164 16.246160 14.347504 -1.22 0.79 -1.21
H 18.866252 18.755483 19.584336 -0.16 -0.25 -0.16
H 19.960323 19.263301 18.317272 -0.43 0.35 -0.22
H 19.482166 17.611339 18.290867 -0.75 0.73 0.56
H 17.725054 20.005445 17.506439 -0.18 -0.64 0.55
H 17.018129 18.436268 18.095866 -0.98 0.01 0.66
H 15.332577 16.825242 14.017621 0.44 -0.24 0.53
H 15.959286 15.569622 15.132166 -0.21 -0.67 0.11
H 16.596174 15.809562 13.434201 0.31 -0.60 0.01
C 23.731693 20.510958 9.876388 -0.79 0.80 -0.77
C 23.707957 21.634414 10.903634 1.09 0.25 -1.01
O 23.284444 22.812232 10.087645 -0.33 0.03 1.96
C 22.687294 23.841267 10.752453 0.02 -0.80 -0.83
O 22.459501 23.932563 11.925971 0.27 -0.26 0.51
O 22.318830 24.716195 9.832085 -0.62 1.08 -0.67
C 21.885957 26.044252 10.251680 -0.40 -0.85 1.65
H 23.956501 19.585926 10.341317 0.37 -0.93 0.56
H 24.451782 20.683586 9.042263 -0.59 0.05 0.68
H 22.702108 20.408404 9.463251 0.72 0.07 0.05
H 24.731691 21.814085 11.294600 -0.56 0.22 -0.30
H 23.102978 21.388118 11.776698 -0.49 0.44 -0.31
H 22.794498 26.574247 10.472786 0.20 0.50 0.26
H 21.181565 26.057446 11.135205 1.03 -0.50 -0.73
H 21.337778 26.544274 9.482881 -0.01 -0.21 -0.97
C 26.894919 18.445754 16.052683 0.56 0.62 0.65
C 26.513713 19.854944 16.449548 -0.74 0.89 0.85
O 25.072854 19.950212 16.707860 0.18 -0.50 0.01
C 24.698232 20.162293 17.957958 -0.84 0.24 0.00
O 25.369739 20.304919 18.943856 0.33 -0.53 0.04
O 23.352104 20.227448 17.940844 -0.68 0.21 -0.08
C 22.545172 20.464074 19.125534 -0.28 -0.59 -1.03
H 25.992340 18.069273 15.574534 0.54 -0.38 -0.79
H 27.065551 17.834850 16.956843 0.04 0.20 -0.40
H 27.857757 18.527604 15.470140 -1.29 -0.58 0.24
H 26.673006 20.608284 15.680920 0.13 -0.18 -0.10
H 26.929559 20.205793 17.388394 0.70 -0.06 -0.15
H 23.137764 20.701210 19.978366 0.56 0.14 0.57
H 21.964372 19.543218 19.290544 0.31 0.28 0.13
H 21.828927 21.269526 18.911737 0.43 -0.12 -0.12
C 12.616716 19.737594 17.719373 -0.26 -1.24 0.93
C 13.506183 20.863299 18.203542 -0.06 -0.22 2.72
O 12.599151 21.917110 18.635210 -0.98 1.72 0.35
C 12.900596 22.807182 19.590790 1.72 -0.93 0.77
O 13.924205 22.864719 20.252633 0.66 -0.89 -0.71
O 11.948051 23.657692 19.857001 -2.25 -1.63 -2.23
C 12.137652 24.643409 20.796383 -0.38 2.80 0.47
H 13.142871 18.764849 17.886190 0.04 0.75 -0.84
H 12.240606 19.853343 16.690425 0.13 -0.13 0.51
H 11.776847 19.574225 18.462750 0.60 0.74 -1.00
H 14.237054 21.291460 17.517365 -0.13 -0.20 -0.07
H 13.974241 20.526245 19.181433 0.09 0.28 -1.44
H 13.191929 24.950703 20.785908 -0.46 0.12 0.28
H 11.839289 24.359214 21.832094 0.20 0.00 -0.83
H 11.471723 25.498047 20.394086 1.12 -1.17 1.06
C 23.704484 25.144810 14.682784 1.01 -0.89 0.32
C 23.108527 23.787987 15.212228 0.46 1.42 -1.61
O 23.163380 23.694749 16.596394 -1.06 0.47 2.08
C 24.242947 23.367530 17.229735 1.77 -0.46 1.31
O 25.267511 22.921435 16.743149 -0.97 0.48 0.38
O 24.074636 23.595700 18.600291 -0.14 0.07 -2.39
C 25.231573 23.225049 19.346210 -1.10 0.76 0.95
H 23.272375 25.297922 13.704207 -0.17 0.23 -0.18
H 24.830545 25.159640 14.532221 -1.30 -0.31 0.44
H 23.445409 25.966145 15.365870 -0.07 -0.25 -0.23
H 23.571936 22.918714 14.769138 0.11 -0.17 -0.30
H 22.039970 23.806092 15.012204 0.03 -0.21 -0.23
H 25.196907 23.745876 20.293025 -0.16 0.40 0.12
H 26.117815 23.459400 18.839525 1.22 0.27 -0.76
H 25.151006 22.202102 19.543988 0.34 -1.37 0.31
O 17.790259 22.576537 11.537873 0.88 -0.93 0.18
S 18.454650 21.421559 12.108906 -0.24 1.33 -0.62
O 18.746207 21.453805 13.508483 0.15 -0.30 0.47
O 17.508225 20.235782 11.730383 -0.36 -1.07 0.37
C 17.506419 18.877345 12.386675 1.47 0.77 -1.46
C 17.739033 17.859847 11.281489 -0.41 1.14 1.14
C 19.994150 20.982588 11.275264 -2.27 0.10 0.89
H 16.548715 18.738082 12.773268 -1.62 0.12 0.55
H 18.179205 18.891583 13.218007 0.75 -0.06 0.28
H 17.586443 16.876673 11.646212 -0.41 -0.96 0.32
H 18.684290 17.878363 10.834073 1.67 0.27 -0.42
H 17.041285 18.131834 10.533202 -0.91 -0.21 -0.90
H 20.698633 21.742296 11.470861 0.79 0.92 0.00
H 19.702645 20.821136 10.269211 0.24 -0.08 -1.08
H 20.242420 20.088386 11.791481 0.62 -0.95 0.19
O 14.778934 25.593744 22.963434 0.84 0.80 -0.27
S 15.656677 26.359088 22.089361 -1.79 -0.52 1.05
O 15.115618 27.537880 21.488774 -0.12 0.47 -0.02
O 17.008153 26.668145 22.798468 0.87 0.51 0.42
C 16.899173 27.434850 24.023520 0.79 0.08 0.03
C 18.265279 27.437867 24.673879 1.30 1.84 -0.24
C 16.278444 25.316325 20.924245 0.69 -0.45 -2.52
H 16.197659 26.827632 24.603542 -0.27 0.98 0.32
H 16.661325 28.470504 23.747838 -0.73 -0.43 0.31
H 18.320821 28.116827 25.570945 -0.56 -0.88 -0.61
H 19.061849 27.960394 24.002903 -1.32 -1.43 0.78
H 18.507417 26.422069 24.959322 0.57 -0.05 -0.01
H 15.380381 24.720354 20.645484 1.06 -0.32 0.10
H 17.185914 24.808679 21.316654 -1.06 -0.15 -0.30
H 16.584108 25.912219 20.016916 -0.24 -0.69 1.12
O 22.558939 19.542583 13.521632 -1.13 -1.63 0.60
S 21.887294 18.491586 14.296840 1.28 2.18 -1.70
O 21.119995 17.461875 13.661992 -0.10 0.09 -0.09
O 23.051045 17.864430 15.122910 -0.10 -1.94 0.66
C 22.718210 16.592652 15.897444 0.32 2.36 0.89
C 23.545580 16.768656 17.161489 -0.20 -0.63 0.34
C 20.998725 19.308405 15.533976 -1.01 -0.62 1.40
H 23.046214 15.760252 15.319567 -0.22 -0.54 -0.62
H 21.638744 16.631648 16.151005 0.64 -0.43 -0.47
H 24.606445 16.888557 16.944547 -0.04 -0.25 -0.10
H 23.398509 15.926444 17.874472 0.11 0.46 -0.54
H 23.237892 17.685175 17.642637 -0.18 0.24 0.26
H 21.761849 19.684489 16.203014 0.10 0.33 0.14
H 20.346317 18.596737 16.088781 0.49 0.37 -0.53
H 20.367999 20.107044 15.168471 -0.04 0.14 -0.45
O 15.032660 14.132962 17.503768 -2.94 0.52 -1.32
S 16.292369 14.025011 18.073020 1.76 -0.58 0.56
O 16.677866 12.756185 18.595432 0.66 -0.33 0.42
O 17.338749 14.463346 16.962222 -1.02 1.41 0.81
C 18.329386 13.637208 16.436665 0.89 0.57 -1.53
C 19.100890 14.457206 15.365598 1.51 -1.37 0.67
C 16.485694 15.285000 19.276515 -0.10 0.50 -0.69
H 17.898268 12.819709 15.892613 -0.47 -0.65 -0.08
H 18.944861 13.218569 17.227320 0.31 0.20 0.04
H 19.967434 13.791797 15.204232 -0.18 0.13 -0.53
H 19.600474 15.368013 15.669044 -0.43 0.41 0.57
H 18.640074 14.655206 14.398667 -0.45 -0.28 0.34
H 17.464597 15.180682 19.673074 0.92 0.03 0.46
H 15.754066 15.111409 20.049298 -0.31 -0.06 0.13
H 16.356484 16.270307 18.806588 -0.11 -0.36 0.12
O 17.232503 28.135709 13.684544 0.09 0.27 0.84
S 17.358216 29.117263 14.735352 -0.45 -0.18 -0.24
O 16.418629 30.211682 14.744605 0.53 -0.44 0.24
O 17.384956 28.422526 16.190788 -1.29 0.84 -0.49
C 16.102153 28.363108 16.986816 1.45 -2.95 0.62
C 16.587390 27.786308 18.329161 0.90 0.22 -0.58
C 19.040732 29.673628 14.674528 0.32 -0.28 0.21
H 15.391958 27.660078 16.507014 0.62 0.59 -0.06
H 15.622552 29.268470 17.215082 -0.13 1.71 -0.53
H 17.320430 28.446911 18.810533 -0.52 0.27 0.01
H 17.149428 26.857383 18.255026 -0.19 -0.30 -0.60
H 15.756058 27.589958 18.974024 -0.49 0.30 0.51
H 19.352794 29.745622 13.645563 -0.29 0.27 -0.41
H 19.678201 28.922818 15.104898 0.02 -0.65 0.27
H 19.252410 30.570606 15.226556 -0.43 0.55 0.13
```
Positions in Å, forces in eV/Å.

Molecular weight: 1766.0 Da
Strongest force on any atom: 3.56 eV/A
E_HOMO: -0.3866 hartree
E_LUMO: 0.152 eV
Charge: 0
Multiplicity: 1
Frontier orbital gap: 10.7 eV

***

Molecular formula: C2H14O4S
Method: DFT, wB97M-V/def2-TZVPD

Geometry as XYZ:
```
21
Properties=species:S:1:pos:R:3:forces:R:3
C 0.643285 -2.641552 2.225124 -0.59 0.27 0.96
C 0.545186 -3.508106 0.990129 -0.53 0.30 0.16
S 1.682388 -4.907564 0.892572 0.09 0.04 0.03
H -0.057827 -1.794129 2.168176 0.10 -0.24 -0.13
H 1.606613 -2.217637 2.451111 0.63 0.06 -0.39
H 0.378689 -3.176638 3.146557 -0.09 -0.16 -0.29
H -0.474420 -3.884493 0.921411 -0.01 -0.12 -0.06
H 0.669667 -2.884284 0.109575 0.34 -0.15 -0.24
H 1.133201 -5.583770 1.912741 0.07 0.00 -0.04
H -2.707125 2.354806 -6.585655 -0.04 0.00 0.02
H -1.189995 2.463764 -6.630977 -0.08 -0.01 0.12
O -1.929693 2.365973 -6.019743 0.12 0.01 -0.14
H 3.733379 1.227906 -0.748817 0.30 0.05 -0.07
H 5.199838 1.251636 -1.236297 -0.07 -0.12 -0.05
O 4.554875 1.734474 -0.714106 -0.22 0.07 0.12
H -0.129060 0.953635 -0.232583 0.04 0.20 0.00
H -1.541434 0.735446 0.234800 -0.06 0.23 0.05
O -0.885720 1.435047 0.121307 0.01 -0.44 -0.04
H -3.930943 5.175362 1.600327 -0.12 -0.14 -0.09
H -3.310906 5.763676 2.834982 -0.09 -0.11 0.15
O -3.989998 5.136449 2.559367 0.21 0.24 -0.06
```
Positions in Å, forces in eV/Å.

Molecular weight: 134.2 Da
Strongest force on any atom: 1.16 eV/A
E_HOMO: -0.3385 hartree
E_LUMO: 0.189 eV
Charge: 0
Multiplicity: 1
SMILES string: CCS.O.O.O.O
Frontier orbital gap: 9.4 eV